[1]
21
Properties=species:S:1:pos:R:3:forces:R:3:mulliken_charge:R:1 method="wB97M-V/def2-TZVPD" e_above_lowest_kj_mol=193.0 smiles="C=CCCNCO.O" molar_mass_g_mol=119.2 max_force_ev_per_a=1.23
C -0.49653 -1.37716 -0.48410 0.1 -0.2 1.2 -0.693
C -0.98943 -0.56597 -1.66074 0.2 -0.5 -0.1 -0.696
C -0.01096 0.45391 -2.16731 -0.3 0.6 -0.1 -0.007
C 1.29906 0.49991 -2.00857 -0.1 -0.6 0.1 -0.757
N -0.50607 -0.55687 0.74123 -0.2 -0.3 -0.3 -0.228
C 0.57216 -0.64104 1.66789 -0.3 0.2 0.7 -0.442
O 0.11323 -0.29288 2.98564 0.2 0.0 0.0 -0.583
H 0.49736 -1.78599 -0.64802 0.3 0.2 -0.3 0.342
H -1.08898 -2.27542 -0.27695 -0.3 0.2 -0.4 0.347
H -1.27836 -1.23491 -2.47649 0.1 0.0 -0.1 0.366
H -1.91922 -0.06900 -1.40067 -0.2 0.2 0.2 0.325
H -0.47838 1.27742 -2.69782 0.0 0.0 -0.2 0.286
H 1.92235 1.25714 -2.43071 0.0 0.5 -0.2 0.281
H 1.83519 -0.26756 -1.48284 0.1 -0.3 0.3 0.160
H -0.75399 0.40239 0.56819 0.1 0.3 -0.1 0.286
H 0.97072 -1.65122 1.67348 0.1 -0.3 -0.1 0.498
H 1.38435 0.07108 1.52891 0.2 0.1 -0.4 0.240
H -0.73028 -0.73449 3.12723 -0.1 -0.1 -0.1 0.299
H 0.04733 2.02839 2.43545 -0.1 -0.2 -0.1 0.325
H -0.41089 3.16404 1.49815 0.2 -0.3 0.0 0.277
O 0.02134 2.29822 1.50806 -0.2 0.4 0.0 -0.627



[2]
21
Properties=species:S:1:pos:R:3:forces:R:3:mulliken_charge:R:1 method="wB97M-V/def2-TZVPD" e_above_lowest_kj_mol=124.8 smiles="CCCCC(N)=O.O" molar_mass_g_mol=119.2 max_force_ev_per_a=2.74
C 2.58839 1.54117 0.51807 0.9 2.6 -0.2 -1.276
C 1.58799 0.55691 -0.00931 1.3 -2.1 0.1 -0.259
C 0.40510 0.35073 0.93794 -0.1 0.9 0.3 -0.560
C -0.49272 -0.88219 0.95418 0.1 0.2 1.0 -0.638
C -0.73945 -1.51522 -0.36968 -2.6 -0.1 0.0 0.498
N -1.83797 -2.40179 -0.38228 0.2 -0.1 -0.5 -0.454
O -0.27688 -1.08272 -1.39381 0.4 -0.4 -0.5 -0.514
H 3.60654 1.32426 0.15687 -0.4 0.2 0.0 0.323
H 2.68715 1.76428 1.58039 -0.3 -1.2 0.5 0.335
H 2.37680 2.60081 0.26185 0.0 -0.5 -0.7 0.312
H 1.37343 0.69303 -1.07859 -0.6 0.6 0.6 0.324
H 2.19380 -0.36042 -0.11438 -0.5 -0.3 0.4 0.297
H 0.72344 0.45808 2.00901 0.0 0.3 -1.0 0.256
H -0.23748 1.19465 0.69625 -0.2 0.3 0.4 0.249
H -0.16696 -1.53826 1.77656 -0.1 -0.3 -0.6 0.370
H -1.49649 -0.51531 1.26014 0.5 -0.3 0.0 0.299
H -2.39037 -2.50353 -1.22351 0.8 0.1 -0.3 0.229
H -2.44660 -2.60779 0.39056 0.6 0.3 0.7 0.222
H -2.08006 1.03965 -1.28080 -0.2 -0.4 -0.7 0.328
H -2.76588 0.57365 -2.64439 0.4 -0.2 0.4 0.313
O -2.61177 1.31003 -2.04507 -0.2 0.5 0.3 -0.655



[3]
21
Properties=species:S:1:pos:R:3:forces:R:3:mulliken_charge:R:1 method="wB97M-V/def2-TZVPD" e_above_lowest_kj_mol=189.6 smiles="CC(C)[C@H](N)C=O.O" molar_mass_g_mol=119.2 max_force_ev_per_a=2.74
O 2.31613 -0.43929 1.04917 0.5 -0.4 -0.3 -0.483
C 1.93874 -0.85669 -0.02153 -0.4 1.3 1.6 -0.403
C 0.60819 -0.41379 -0.57280 0.7 -2.3 -1.3 0.194
C -0.40202 0.06751 0.42595 -1.2 1.1 0.1 0.678
C -1.52717 0.87228 -0.28419 -0.3 -0.2 0.5 -1.598
C -1.06335 -1.07157 1.18678 0.6 -1.7 -0.2 -1.508
N 0.17936 -1.71055 -1.27348 -0.5 1.5 -1.1 -0.771
H 2.54254 -1.51232 -0.65367 0.2 -0.3 -0.1 0.401
H 0.93652 0.31398 -1.33776 -0.7 0.3 0.2 0.461
H 0.05315 0.73725 1.15460 0.3 -0.1 -0.2 0.320
H -2.37048 0.20176 -0.44782 -0.1 0.0 -0.3 0.400
H -1.92863 1.64025 0.38015 0.2 0.1 -0.1 0.349
H -1.26228 1.32234 -1.24028 0.2 0.1 0.1 0.361
H -1.71718 -1.64627 0.52146 -0.2 0.3 0.1 0.362
H -1.61409 -0.85975 2.10052 0.0 0.6 -0.2 0.369
H -0.32864 -1.83269 1.46707 0.2 0.2 0.2 0.355
H 0.50159 -1.57267 -2.23636 0.5 -0.5 0.2 0.304
H -0.82048 -1.67205 -1.49203 0.0 0.0 0.7 0.227
H 1.53426 2.18207 0.74055 -0.4 0.5 1.2 0.303
H 1.29538 3.16922 -0.20767 -0.4 1.1 -0.1 0.315
O 1.12847 3.08098 0.74135 0.9 -1.6 -1.1 -0.635



[4]
21
Properties=species:S:1:pos:R:3:forces:R:3:mulliken_charge:R:1 method="wB97M-V/def2-TZVPD" e_above_lowest_kj_mol=181.3 smiles="CCNCCC=O.O" molar_mass_g_mol=119.2 max_force_ev_per_a=1.24
C -1.34902 -0.92335 -0.43884 -1.1 -0.1 0.5 -0.430
N -1.01679 0.02680 0.63344 1.0 0.3 -0.3 -0.251
C -0.15427 1.13708 0.23137 0.4 0.1 0.3 -0.790
C 1.22613 0.65238 -0.27062 0.0 -0.3 -0.4 -0.354
C 1.47338 0.89173 -1.74872 -0.7 0.2 0.1 -0.097
O 0.70721 0.53630 -2.60937 0.2 0.0 0.0 -0.475
C -1.00064 -2.36590 -0.03865 0.1 0.5 0.3 -1.086
H -2.42912 -0.88231 -0.61013 0.0 0.1 -0.1 0.407
H -0.89759 -0.59683 -1.37253 0.2 -0.1 0.0 0.206
H -1.79181 0.40577 1.15634 -0.3 -0.3 -0.3 0.192
H 0.05559 1.69188 1.14079 -0.2 0.3 0.1 0.427
H -0.59837 1.82590 -0.49674 -0.1 -0.1 -0.1 0.397
H 2.06463 1.09550 0.26665 -0.2 0.0 0.3 0.358
H 1.24290 -0.42935 -0.10319 0.3 0.0 0.0 0.233
H 2.35310 1.50034 -2.02127 0.2 -0.2 0.0 0.338
H -1.75075 -3.09122 -0.34172 0.1 -0.1 -0.5 0.358
H -0.00560 -2.63645 -0.38928 0.0 -0.2 0.0 0.299
H -1.00719 -2.40155 1.05009 0.2 0.0 0.1 0.277
H -0.52957 0.36801 3.46131 -0.1 -0.1 0.0 0.304
H 0.50250 -0.08684 2.44554 -0.3 -0.1 0.1 0.358
O 0.41467 0.24610 3.34788 0.4 0.1 0.1 -0.671



[5]
21
Properties=species:S:1:pos:R:3:forces:R:3:lowdin_spin:R:1 method="wB97M-V/def2-TZVPD" total_charge=+1 e_above_lowest_kj_mol=100.1 multiplicity=2 molar_mass_g_mol=119.2 max_force_ev_per_a=1.97
C -2.21491 -0.42052 -0.96667 -0.5 0.2 -0.4 0.099
N -0.94185 0.15178 -1.24455 -0.3 0.7 1.0 0.616
C 0.26969 -0.16370 -0.52317 0.2 -1.1 -0.6 -0.002
C 0.22150 -1.31168 0.46734 1.9 -0.5 -0.2 -0.008
C 1.69745 -1.85530 0.58183 -1.2 1.2 0.6 0.000
C -0.37164 -0.88782 1.81974 -1.3 0.2 -0.9 -0.005
O 1.22328 0.45701 -0.90950 -0.1 0.3 0.3 0.219
H -3.02144 0.14778 -1.41434 0.1 0.2 -0.2 0.000
H -2.37935 -0.45246 0.11388 0.2 -0.3 0.1 0.035
H -2.26794 -1.43031 -1.38478 0.2 -0.2 0.2 0.040
H -0.88623 1.06273 -1.71295 0.1 -0.3 -0.4 0.009
H -0.29522 -2.14155 -0.01464 -0.6 0.2 0.1 -0.001
H 2.33901 -0.99575 0.73392 0.4 0.0 0.0 0.000
H 1.74536 -2.45956 1.48249 0.1 -0.4 -0.2 0.000
H 1.96625 -2.36606 -0.32832 0.3 -0.3 -0.1 0.000
H 0.27691 -0.96729 2.66225 0.8 -0.1 0.3 0.000
H -1.25774 -1.47774 2.03952 0.0 -0.1 0.1 0.000
H -0.71012 0.14309 1.74489 0.0 0.2 0.3 0.000
H 1.29739 5.73511 -0.93914 0.1 0.0 0.0 0.000
H 1.86156 4.42044 -1.48978 0.1 0.1 -0.1 0.000
O 1.44805 4.81181 -0.71800 -0.2 -0.2 0.1 0.000



[6]
22
Properties=species:S:1:pos:R:3:forces:R:3:lowdin_spin:R:1 method="wB97M-V/def2-TZVPD" total_charge=-1 e_above_lowest_kj_mol=0.0 multiplicity=2 molar_mass_g_mol=151.2 max_force_ev_per_a=1.47
O -0.01602 1.38916 -2.78564 0.0 0.3 0.0 0.004
C 0.71200 0.67728 -2.09644 -0.7 -1.2 0.3 0.046
N 0.17130 0.00054 -1.04680 0.3 0.1 -0.3 0.007
C 0.80320 -0.93600 -0.10284 0.4 1.1 -0.5 0.107
C -0.27885 -1.50812 0.78184 0.5 -0.5 0.2 0.042
C -0.75674 -0.55116 1.85174 -0.1 0.6 0.7 0.071
S 0.26003 -0.48102 3.38578 -0.4 -0.3 -0.1 0.385
C 2.14303 0.38662 -2.45902 -0.1 0.2 -0.3 0.067
H -0.83039 0.11659 -0.98695 0.1 0.0 0.3 0.000
H 1.41469 -1.63909 -0.66800 -0.4 -0.5 0.1 0.023
H 1.53962 -0.38606 0.50075 -0.1 0.0 0.1 0.057
H -1.12492 -1.83614 0.16780 0.0 -0.1 0.0 0.004
H 0.13650 -2.36840 1.31197 -0.2 -0.2 -0.2 0.013
H -0.86283 0.47517 1.50467 0.0 0.0 -0.2 0.011
H -1.74314 -0.83785 2.22030 0.0 -0.1 0.0 0.008
H 1.32399 0.23106 2.95560 0.2 0.1 -0.3 0.103
H 2.52311 -0.55465 -2.08002 0.0 0.0 0.5 0.018
H 2.20004 0.30142 -3.54404 -0.1 0.3 -0.1 0.006
H 2.74955 1.22529 -2.12676 0.3 -0.1 0.0 0.018
H -3.41744 0.71745 -1.23337 1.2 0.2 -0.8 0.003
H -1.93126 1.45582 -1.68009 -0.6 -0.7 -0.6 0.001
O -2.75207 1.42010 -1.16026 -0.5 0.7 1.1 0.006



[7]
22
Properties=species:S:1:pos:R:3:forces:R:3:mulliken_charge:R:1 method="wB97M-V/def2-TZVPD" e_above_lowest_kj_mol=190.0 molar_mass_g_mol=151.2 max_force_ev_per_a=4.34
C -0.02705 2.01268 -0.89028 0.4 2.1 0.9 -1.254
C -1.72690 -1.23519 -0.59541 0.1 -2.0 2.2 -1.425
C 0.27057 -0.91823 1.53596 -2.4 1.4 -0.1 -1.050
C -0.12514 1.25952 0.48292 -3.1 -2.3 -2.1 -0.599
C -0.28179 -0.95320 -0.74760 0.5 -1.3 -0.2 -0.452
N 0.30797 -0.17379 0.29358 0.4 0.7 0.4 0.043
O 2.84324 -1.28149 -0.32571 -0.4 0.1 0.6 -0.537
O 2.65763 0.98058 0.68137 0.7 0.4 1.1 -0.495
S 2.30614 0.06719 -0.36584 0.4 -0.3 -1.7 0.737
H -0.97017 2.62274 -1.07301 1.4 -0.4 0.4 0.282
H 0.94484 2.64204 -0.84824 -1.9 -0.5 0.0 0.330
H 0.12187 1.48019 -1.82701 -0.2 -0.7 0.5 0.389
H -2.25242 -0.37758 -0.43341 -1.4 2.9 0.6 0.427
H -2.15827 -1.57822 -1.48065 -0.5 -1.3 -1.4 0.461
H -1.99876 -1.86749 0.30382 0.3 0.2 -1.4 0.285
H 0.84539 -1.79247 1.54718 1.2 -1.1 -0.2 0.291
H 0.50333 -0.22428 2.30838 0.5 0.1 0.9 0.331
H -0.79755 -1.17723 1.62779 0.5 -0.2 0.7 0.414
H -1.17852 1.29505 1.00224 1.7 -0.1 -1.3 0.457
H 0.54894 1.52945 1.20610 1.6 1.6 1.4 0.612
H -0.16429 -0.42674 -1.66541 0.5 0.1 -0.9 0.421
H 0.33093 -1.88351 -0.73678 -0.5 0.5 -0.5 0.334



[8]
23
Properties=species:S:1:pos:R:3:forces:R:3:mulliken_charge:R:1 method="wB97M-V/def2-TZVPD" e_above_lowest_kj_mol=161.0 molar_mass_g_mol=167.2 max_force_ev_per_a=3.80
C 1.81361 -0.18614 1.12276 -0.1 0.1 0.1 -0.764
C -0.46678 -1.52044 -1.25133 2.5 2.5 -1.3 -1.214
C -0.19421 2.11873 -0.21702 -0.7 1.6 -1.6 -0.896
C 1.64123 -0.32870 -0.43088 -1.3 0.6 -1.7 -0.530
C 0.10375 -0.17144 -0.77389 1.1 -1.5 1.8 0.608
N -0.68529 0.79832 -0.52246 1.1 -1.0 -0.6 -0.488
O -4.54833 -1.22153 0.97049 -1.9 3.0 0.6 -0.448
O -3.01097 0.71926 0.92797 -2.5 -0.2 2.3 -0.422
O -3.82558 -0.10539 -1.19610 -0.6 -0.1 0.5 -0.518
S -4.31163 0.19632 0.14682 1.2 -1.0 -0.5 0.658
H 1.05559 -0.81480 1.76857 1.5 1.0 -1.5 0.243
H 2.87232 -0.51392 1.31642 -1.1 0.5 0.4 0.310
H 1.64134 0.91954 1.40158 0.6 -1.9 -0.3 0.189
H -1.32353 -1.10796 -1.69341 -2.0 -0.9 -0.7 0.361
H -0.51357 -2.27196 -0.50511 -0.4 -0.6 0.7 0.246
H 0.30500 -1.80797 -2.02489 -1.2 -0.2 0.5 0.390
H 0.16621 2.59479 -1.19520 -0.1 -0.6 1.4 0.303
H -1.12023 2.68037 -0.00054 0.6 0.2 0.2 0.279
H 0.51948 2.28959 0.58879 0.1 -0.3 -0.1 0.315
H 1.90807 -1.33986 -0.93569 0.0 1.7 1.5 0.307
H 2.18084 0.47379 -1.05349 -0.3 -1.0 1.3 0.289
H -4.07651 -1.98683 0.77022 1.8 -1.8 -1.0 0.309
H -2.24677 0.92970 0.42458 1.7 -0.2 -2.0 0.473



[9]
26
Properties=species:S:1:pos:R:3:forces:R:3:mulliken_charge:R:1 method="wB97M-V/def2-TZVPD" e_above_lowest_kj_mol=287.1 molar_mass_g_mol=215.2 max_force_ev_per_a=3.63
C 2.86322 -0.18996 0.50582 -2.0 0.7 1.0 -0.709
C -1.99639 -1.43630 -0.22028 0.8 -0.8 -3.4 -0.860
C 1.48897 0.39057 -0.03424 2.2 -1.4 -1.2 0.285
C 0.43796 -0.63785 0.22703 -0.3 -1.8 -0.4 -0.308
C -0.85076 -0.36899 -0.52945 -0.7 -0.6 -0.4 0.691
N -0.77889 -0.25995 -1.95292 1.5 -0.8 1.6 -0.577
O -2.81580 0.97462 0.82237 -1.3 0.0 0.4 -0.721
O -1.51827 2.11506 -0.98428 -1.4 -3.0 0.4 -0.511
O 3.87324 0.66743 0.17241 1.6 1.9 0.2 -0.535
O -2.33266 -1.58255 1.07948 1.0 -2.9 1.6 -0.596
O 1.18875 1.63904 0.49417 -1.0 0.5 2.6 -0.636
O 0.02876 -0.59667 1.59308 -1.0 -1.2 -0.2 -0.671
S -1.43679 1.27568 0.47402 0.3 0.5 -2.3 0.736
H 3.05325 -1.12631 -0.03697 -0.1 0.0 0.7 0.354
H 2.78961 -0.22360 1.65313 -0.1 -0.8 -1.5 0.275
H -1.81535 -2.49134 -0.68131 0.7 1.8 1.0 0.298
H -2.84582 -1.17376 -0.83235 -0.6 0.7 -0.1 0.464
H 1.67810 0.48368 -1.18889 -0.5 0.1 2.0 0.092
H 0.90951 -1.67222 -0.03008 -1.0 1.5 0.2 0.325
H -0.00650 0.26855 -2.34698 -0.5 0.1 0.3 0.239
H -1.65637 -0.03365 -2.32271 -1.1 0.6 -0.9 0.289
H -1.15627 2.95500 -1.01413 1.3 2.7 0.5 0.307
H 3.83674 1.44692 0.77140 0.0 -0.8 -0.8 0.346
H -2.75597 -0.82851 1.40547 -1.5 2.3 0.5 0.388
H 0.69292 1.52599 1.41824 1.7 0.0 -2.8 0.482
H -0.87518 -1.12087 1.55798 1.9 0.8 0.9 0.554



[10]
21
Properties=species:S:1:pos:R:3:forces:R:3:mulliken_charge:R:1 method="wB97M-V/def2-TZVPD" e_above_lowest_kj_mol=785.8 molar_mass_g_mol=135.2 max_force_ev_per_a=2.49
C -0.40127 2.29716 -0.24998 1.1 -0.6 -0.7 0.222
N -0.69916 1.64470 -1.45251 -1.9 -0.8 1.4 -0.428
C 0.04752 -2.06830 -1.27185 -1.1 -1.7 0.2 -0.261
C -1.26673 -2.10726 -1.49966 0.7 0.9 -0.6 -0.599
S -0.11368 -1.22036 2.59949 -0.2 0.0 -0.1 -0.540
C 0.80788 -0.82916 -1.11771 0.1 1.9 1.2 0.456
O 1.30344 -0.52104 0.14704 0.4 -0.4 -0.9 -0.367
C 0.47888 3.53497 -0.25624 0.0 0.5 -0.6 -1.097
H 0.05752 1.49673 0.40216 0.0 0.0 0.2 0.087
H -1.37201 2.40905 0.27552 0.0 0.0 0.0 0.313
H -0.67765 2.19551 -2.31149 1.3 -0.1 -0.1 0.191
H 0.49037 -3.04667 -1.05332 0.6 0.5 -0.4 0.302
H -1.78436 -1.15037 -1.50229 -0.3 -0.3 -0.3 0.205
H -1.76596 -3.01370 -1.81892 -0.1 0.0 0.6 0.291
H -1.13604 -0.36818 2.40796 0.0 0.0 0.0 0.050
H 0.02803 0.01216 -1.08181 -0.8 0.8 -1.5 -0.315
H 1.42763 -0.49494 -1.96534 0.4 -0.7 0.6 0.381
H 0.66568 -0.92217 0.85541 0.3 0.2 0.3 0.189
H 0.39171 4.09631 -1.20282 -0.3 -0.1 0.4 0.286
H 0.21392 4.18304 0.57240 0.0 0.2 0.1 0.309
H 1.54442 3.32397 -0.19272 0.0 -0.4 0.2 0.324



Repeat the third record exactly.
21
Properties=species:S:1:pos:R:3:forces:R:3:mulliken_charge:R:1 method="wB97M-V/def2-TZVPD" e_above_lowest_kj_mol=189.6 smiles="CC(C)[C@H](N)C=O.O" molar_mass_g_mol=119.2 max_force_ev_per_a=2.74
O 2.31613 -0.43929 1.04917 0.5 -0.4 -0.3 -0.483
C 1.93874 -0.85669 -0.02153 -0.4 1.3 1.6 -0.403
C 0.60819 -0.41379 -0.57280 0.7 -2.3 -1.3 0.194
C -0.40202 0.06751 0.42595 -1.2 1.1 0.1 0.678
C -1.52717 0.87228 -0.28419 -0.3 -0.2 0.5 -1.598
C -1.06335 -1.07157 1.18678 0.6 -1.7 -0.2 -1.508
N 0.17936 -1.71055 -1.27348 -0.5 1.5 -1.1 -0.771
H 2.54254 -1.51232 -0.65367 0.2 -0.3 -0.1 0.401
H 0.93652 0.31398 -1.33776 -0.7 0.3 0.2 0.461
H 0.05315 0.73725 1.15460 0.3 -0.1 -0.2 0.320
H -2.37048 0.20176 -0.44782 -0.1 0.0 -0.3 0.400
H -1.92863 1.64025 0.38015 0.2 0.1 -0.1 0.349
H -1.26228 1.32234 -1.24028 0.2 0.1 0.1 0.361
H -1.71718 -1.64627 0.52146 -0.2 0.3 0.1 0.362
H -1.61409 -0.85975 2.10052 0.0 0.6 -0.2 0.369
H -0.32864 -1.83269 1.46707 0.2 0.2 0.2 0.355
H 0.50159 -1.57267 -2.23636 0.5 -0.5 0.2 0.304
H -0.82048 -1.67205 -1.49203 0.0 0.0 0.7 0.227
H 1.53426 2.18207 0.74055 -0.4 0.5 1.2 0.303
H 1.29538 3.16922 -0.20767 -0.4 1.1 -0.1 0.315
O 1.12847 3.08098 0.74135 0.9 -1.6 -1.1 -0.635